[1]
{"formula": "C3H5NO2", "method": "the ωB97M-V functional and the def2-TZVPD basis", "symbols": ["C", "C", "N", "O", "C", "O", "H", "H", "H", "H", "H"], "xyz": [[0.552, 1.079, -0.410], [0.330, -0.387, -0.624], [0.719, -1.008, -1.644], [-0.221, -1.071, 0.461], [-1.035, -0.455, 1.362], [-2.003, 0.195, 1.103], [1.098, 1.229, 0.529], [-0.400, 1.613, -0.340], [1.143, 1.466, -1.239], [0.494, -2.000, -1.575], [-0.677, -0.661, 2.376]], "nbo_charge": [-0.71, 0.57, -0.64, -0.55, 0.66, -0.53, 0.22, 0.25, 0.25, 0.35, 0.12], "e_lumo_ev": 0.83, "e_tot_ha": -322.537228, "relative_energy_kj_mol": 97.4, "homo_ev": -10.81}

[2]
{"formula": "C3H5NO2S", "method": "the ωB97M-V functional and the def2-TZVPD basis", "symbols": ["C", "C", "C", "N", "O", "O", "S", "H", "H", "H", "H", "H"], "xyz": [[0.352, 0.705, -1.073], [-1.047, 0.304, -0.591], [0.618, 0.434, 0.921], [-0.785, -0.146, 0.758], [0.361, -1.913, 2.286], [1.014, -1.952, -0.061], [0.441, -1.269, 1.025], [1.042, -0.009, -1.719], [0.526, 1.756, -1.157], [-1.558, 1.206, -0.571], [-1.686, -0.408, -1.204], [0.722, 1.292, 1.386]], "nbo_charge": [-0.34, -0.27, -0.35, -0.62, -0.87, -0.91, 2.29, 0.25, 0.20, 0.21, 0.22, 0.20], "e_lumo_ev": 0.32, "e_tot_ha": -720.532528, "relative_energy_kj_mol": 561.8, "homo_ev": -9.81}

[3]
{"formula": "C3H5NO2S", "method": "the ωB97M-V functional and the def2-TZVPD basis", "symbols": ["C", "C", "C", "H", "H", "H", "H", "H", "N", "O", "O", "S"], "xyz": [[0.140, 0.046, 2.280], [0.107, -0.874, -0.900], [-0.230, 0.627, -1.232], [-0.399, -0.873, 2.875], [-0.592, 0.909, 1.718], [0.669, 0.703, 2.922], [0.994, -2.288, 0.190], [-0.082, 0.763, -2.360], [0.473, -1.453, 0.340], [1.004, -0.398, 1.149], [0.394, -1.522, -1.936], [-0.949, 1.720, -0.145]], "nbo_charge": [-0.31, 0.57, -0.30, 0.20, 0.19, 0.19, 0.40, 0.25, -0.35, -0.41, -0.57, 0.13], "e_lumo_ev": -1.67, "e_tot_ha": -720.561154, "relative_energy_kj_mol": 486.6, "homo_ev": -9.07}

[4]
{"formula": "C3H5NO2S", "method": "the ωB97M-V functional and the def2-TZVPD basis", "symbols": ["C", "C", "C", "H", "H", "H", "H", "H", "N", "O", "O", "S"], "xyz": [[0.533, -0.410, 1.954], [-0.610, 0.453, 1.239], [0.197, 0.262, -2.639], [0.513, -1.287, 0.214], [-0.948, 1.186, 1.958], [-1.371, -0.404, 1.236], [0.562, -0.547, -3.231], [0.207, 1.210, -3.218], [-0.198, -0.074, -1.406], [1.082, -1.210, 1.078], [0.651, -0.394, 3.179], [-0.618, 1.213, -0.364]], "nbo_charge": [0.81, -0.73, -0.06, 0.53, 0.27, 0.24, 0.18, 0.18, -0.61, -0.68, -0.57, 0.45], "e_lumo_ev": 0.09, "e_tot_ha": -720.680891, "relative_energy_kj_mol": 172.2, "homo_ev": -9.04}

[5]
{"formula": "C3H5NO2S", "method": "the ωB97M-V functional and the def2-TZVPD basis", "symbols": ["C", "C", "C", "H", "H", "H", "H", "H", "N", "O", "O", "S"], "xyz": [[-0.348, -0.127, 0.990], [0.278, 0.754, -0.162], [-0.144, -1.255, 0.043], [-1.817, 1.505, 1.920], [0.648, -0.106, 1.705], [1.349, 0.824, -0.016], [-0.227, 1.603, -0.561], [1.014, 0.006, -2.774], [0.042, -0.321, -1.052], [1.274, -0.602, -1.729], [0.013, -2.421, 0.047], [-2.083, 0.141, 1.590]], "nbo_charge": [-0.46, -0.24, 0.65, 0.15, 0.26, 0.21, 0.20, 0.47, -0.19, -0.55, -0.49, 0.01], "e_lumo_ev": 0.28, "e_tot_ha": -720.574400, "relative_energy_kj_mol": 451.8, "homo_ev": -9.36}

[6]
{"formula": "C3H5NO2S", "method": "the ωB97M-V functional and the def2-TZVPD basis", "symbols": ["C", "C", "C", "H", "H", "H", "H", "H", "N", "O", "O", "S"], "xyz": [[0.977, 0.001, 0.408], [0.380, -0.894, -0.730], [-0.481, 0.451, 0.686], [1.753, 1.722, 0.627], [1.362, -0.653, 1.204], [0.673, -0.617, -1.764], [0.436, -1.990, -0.556], [-2.705, 0.233, -0.328], [-0.880, -0.342, -0.302], [1.843, 1.005, -0.008], [-2.164, -0.536, -0.774], [-1.193, 1.621, 1.538]], "nbo_charge": [0.06, -0.22, 0.04, 0.49, 0.17, 0.22, 0.20, 0.50, -0.08, -0.69, -0.52, -0.17], "e_lumo_ev": 0.72, "e_tot_ha": -720.640647, "relative_energy_kj_mol": 277.9, "homo_ev": -8.81}

[7]
{"formula": "C3H5NO2S", "method": "the ωB97M-V functional and the def2-TZVPD basis", "symbols": ["C", "C", "C", "H", "H", "H", "H", "H", "N", "O", "O", "S"], "xyz": [[0.854, 0.252, 0.446], [-0.124, -0.919, 0.184], [-0.305, 1.179, -0.029], [3.045, -0.483, 0.127], [1.100, 0.408, 1.487], [-0.563, -1.381, 1.112], [0.214, -1.695, -0.479], [-2.636, -0.113, -1.388], [-1.007, 0.063, -0.434], [-2.386, -0.044, -0.447], [-0.538, 2.348, -0.025], [2.345, 0.387, -0.554]], "nbo_charge": [-0.45, -0.23, 0.66, 0.12, 0.24, 0.20, 0.20, 0.48, -0.17, -0.53, -0.54, 0.02], "e_lumo_ev": 0.67, "e_tot_ha": -720.660791, "relative_energy_kj_mol": 225.0, "homo_ev": -9.58}

[8]
{"formula": "C3H5NO2S", "method": "the ωB97M-V functional and the def2-TZVPD basis", "symbols": ["C", "C", "C", "N", "O", "O", "S", "H", "H", "H", "H", "H"], "xyz": [[0.855, 1.434, -3.356], [1.533, 0.572, -2.867], [0.398, -1.320, 3.975], [-1.225, -0.513, -1.048], [-1.933, 1.959, -0.673], [-0.801, -1.063, 3.918], [-1.027, 0.951, -1.156], [0.305, 2.315, -3.481], [2.124, -0.267, -2.754], [1.033, -0.479, 3.962], [0.650, -2.475, 4.039], [-1.913, -1.113, -0.561]], "nbo_charge": [-0.24, -0.22, 0.24, -1.03, -0.88, -0.50, 1.50, 0.23, 0.23, 0.14, 0.13, 0.41], "e_lumo_ev": -0.03, "e_tot_ha": -720.557724, "relative_energy_kj_mol": 495.6, "homo_ev": -10.17}